Here is a cluster of 9 separate species, C51H123N9O9 in total in a non-equilibrium geometry from the OMol25 dataset. Energies are from ωB97M-V with the def2-TZVPD basis set.

The geometry in XYZ format:
```
192
Properties=species:S:1:pos:R:3:forces:R:3:mulliken_charge:R:1
O 5.20270 -3.32520 0.11987 -0.845 1.143 -0.232 0.101
O -6.03618 -2.80537 -6.52035 0.945 1.414 -0.427 -0.486
O -0.25608 -1.81672 7.18802 -0.419 -0.508 0.483 -0.370
O 0.86873 1.66012 1.16239 -0.257 -0.068 -1.039 2.431
O -1.88338 -2.78328 0.45584 0.420 0.876 0.820 -0.435
O -0.10707 3.77988 -4.20579 0.249 1.025 0.460 -0.445
O 1.49581 6.58717 4.88131 -0.097 -1.494 0.994 -0.274
O -3.53904 2.77538 -1.37315 0.875 1.686 1.786 -0.201
O 1.55717 -1.53726 -2.52208 -0.063 0.548 0.912 1.064
N 2.97835 8.11993 3.05260 -0.042 1.554 0.511 -0.666
N -1.87605 3.12963 0.90090 2.029 0.718 0.146 0.456
N -0.44197 1.53925 -1.38142 -0.632 0.729 0.540 1.365
N -1.76101 -0.05892 8.93297 -0.219 -0.383 1.497 -0.684
N 2.45168 -2.50351 -3.02688 0.851 0.551 -0.935 0.370
N -1.57146 0.28790 2.36787 1.256 2.435 0.089 0.159
N 4.72558 -6.45324 1.84813 -2.632 -0.060 -0.274 -0.781
N 2.29429 1.79734 1.15512 -0.749 -2.142 0.524 0.472
N -5.24074 -1.93037 -5.67619 0.977 -1.888 -1.352 0.048
C 2.52301 -0.62430 0.76802 -1.350 0.343 1.172 -0.904
C -3.03769 -1.48557 -4.87605 0.510 2.054 0.817 -1.176
C -3.30073 3.15874 1.08746 -0.045 -1.263 0.386 1.194
C -3.57490 -1.19163 2.37618 -1.275 0.477 -0.803 -1.762
C 0.94150 7.80497 4.51347 1.408 0.859 -1.494 -0.910
C -6.50367 -2.56847 -3.51747 1.139 -0.876 -0.836 -1.568
C -7.17052 -0.79451 -5.10466 -2.260 -0.343 0.385 -2.044
C 0.19590 2.51415 -2.26136 0.421 -0.874 0.972 0.317
C -0.02305 -2.38174 5.91484 0.381 -0.252 0.115 -0.423
C -2.10255 -1.02046 2.19834 1.800 -1.228 0.214 1.530
C -3.87009 -3.91135 -4.78092 -1.919 1.354 0.017 -1.406
C 3.19141 -1.89272 -4.17894 1.055 -1.311 -0.191 1.743
C 4.13903 3.07721 1.83089 0.124 1.429 -0.052 -1.428
C 3.30370 -4.25180 -5.12027 -0.305 -0.072 1.188 -0.666
C -3.70884 -0.94254 -3.59351 2.045 1.223 0.367 0.640
C 5.65998 -4.43376 0.80115 1.122 -0.726 0.112 -1.293
C -1.56998 -2.10398 7.69333 0.213 -0.823 -0.435 -0.715
C 2.13263 4.12059 0.68018 1.666 -0.289 1.477 -2.154
C 1.54438 2.07995 -2.76105 1.113 0.576 -0.640 -0.686
C 1.74420 -3.77611 -3.16228 -0.654 0.505 0.827 2.173
C -1.73813 -1.53385 9.10087 -0.573 0.176 -1.207 0.693
C 2.68904 -4.77209 -3.81455 -0.271 1.463 -0.689 -1.651
C 6.22484 -2.62110 -0.50572 1.813 0.262 0.781 -0.715
C -0.70230 3.82911 -5.45495 -0.004 0.889 -0.290 -0.783
C -4.01499 3.52499 -0.19890 -0.124 -2.038 -0.573 -0.976
C 2.59361 3.08269 1.73728 0.939 -0.199 -0.873 2.155
C 0.33783 -3.83313 -3.87692 0.728 0.690 1.219 -1.729
C 1.43916 -4.21483 -1.69549 0.757 -3.130 -1.521 -2.269
C -3.86683 -2.53677 -5.51664 -1.174 -0.918 -1.749 2.048
C 4.07333 -3.00187 -4.80594 0.816 -0.627 0.862 -1.241
C 4.15976 -0.83862 -3.69419 -2.055 0.301 0.745 -1.912
C 4.38348 0.63776 2.02448 -2.353 0.551 -1.673 -1.265
C 4.51932 -5.01961 1.55599 -0.068 -0.322 2.154 1.450
C 4.29655 -4.14343 2.84014 0.415 1.349 -2.538 -1.220
C -3.30967 -2.72503 -6.95292 -0.726 1.637 0.005 -1.996
C -4.55732 2.65104 -2.30575 -0.226 -1.679 0.314 -0.933
C 1.51058 8.18903 3.08269 -2.192 -0.645 1.163 0.330
C 4.76733 1.94397 2.67745 -1.274 0.691 0.019 -0.723
C 2.35387 -1.30370 -5.26334 -1.296 1.853 -0.307 -1.332
C -1.12463 -3.65947 1.27233 0.484 0.425 0.879 -0.883
C 2.77220 0.52128 1.82345 0.861 -0.455 -0.440 1.903
C -5.14220 -0.51495 -3.80743 0.792 -0.205 -0.475 -1.462
C -1.57805 -1.44454 0.82107 0.305 0.147 -0.758 -0.329
C -3.74332 4.00430 2.31001 1.237 -0.867 -0.668 -1.654
C 0.84852 5.97442 6.02413 0.308 1.072 -0.525 -0.893
C 1.91797 3.40829 3.02394 -0.863 -0.372 1.902 -1.860
C 2.06143 0.13572 3.15268 1.943 2.133 1.267 -2.085
C -0.69160 2.78282 -3.43450 -1.015 1.496 1.510 -0.283
C -5.99626 -1.56145 -4.52909 -0.040 2.550 0.370 1.663
C -3.03059 -2.12678 9.62610 -1.161 0.415 0.103 -1.536
C 0.80292 7.24687 2.12473 -0.705 0.851 -0.664 -0.976
H 0.34853 3.33393 -1.54268 -0.194 0.629 -1.061 -0.128
H -3.05095 -3.18316 9.43732 0.509 -0.802 0.444 0.402
H 7.12407 -2.55959 0.24659 -1.284 0.120 -1.625 0.289
H -0.26146 3.05807 -6.05614 -0.373 -0.977 -0.609 0.305
H 3.36988 7.73429 3.94789 -0.697 0.603 -1.180 0.277
H -5.66793 -0.26539 -2.89657 0.081 0.415 0.262 0.378
H -6.97392 -2.05830 -2.73072 -0.729 0.852 1.062 0.448
H 4.70360 -1.12990 -2.83712 0.671 -0.513 0.911 0.213
H 4.32027 4.07316 2.26486 0.533 -0.259 0.059 0.506
H 0.39927 6.75394 6.65240 -0.243 -0.158 -0.205 0.456
H 2.25907 -4.10071 -1.00881 0.417 0.615 0.192 0.092
H -2.31211 -3.04319 -6.80351 1.464 0.105 -0.187 0.396
H 5.81961 2.11498 2.76131 0.855 -0.138 -0.273 0.536
H 4.20108 -3.13116 2.41665 -0.087 0.050 0.242 -0.063
H -2.03088 -1.77585 -4.56652 -0.059 -0.600 -0.279 -0.024
H -1.79314 3.77436 -5.32108 0.162 -0.052 -0.632 0.288
H -1.63602 -1.71362 2.89474 0.242 -0.337 0.409 -0.150
H -2.34940 -1.68847 6.97985 0.685 -0.387 0.887 0.244
H -1.71642 -3.22499 7.80325 0.288 0.994 -0.523 0.346
H -0.85277 1.94480 -4.08983 -0.101 -1.072 0.125 0.532
H 6.01749 -5.16752 0.08647 0.349 -0.402 -0.190 0.441
H -3.07787 -0.07457 -3.18096 -0.937 -0.773 -0.799 -0.549
H 2.24050 1.93936 -1.93010 0.029 -0.061 0.013 0.062
H -0.55718 -3.32757 5.74876 0.107 0.127 0.183 0.359
H -0.06652 -3.33901 1.53564 -0.971 0.055 -0.881 0.212
H -7.81945 -1.50922 -5.63398 0.198 0.464 -0.168 0.393
H -5.67995 -3.14050 -3.07171 -0.605 -0.056 -0.173 0.279
H 2.55919 -1.58397 1.32217 -0.210 0.324 -0.594 -0.188
H -1.43046 1.86010 -1.23208 1.090 -0.619 0.192 -0.798
H 2.94722 -0.79935 -6.04555 0.027 -0.917 -0.040 0.475
H -2.94262 -4.39727 -5.00318 0.629 -0.382 0.559 0.484
H -7.82223 -0.37826 -4.34071 -0.033 -0.247 0.751 0.443
H -4.14448 -3.69028 -3.70708 1.058 -0.933 -1.137 0.072
H 5.91177 -1.62440 -0.80578 -0.301 0.170 0.496 0.115
H 4.78547 -0.25261 2.45470 0.160 -0.648 0.495 0.355
H -5.03301 0.34173 -4.48403 -0.492 0.115 0.274 0.355
H 2.27241 -0.87288 3.45709 0.148 -0.660 -0.202 0.638
H 1.88804 2.99392 -3.34934 -0.004 -1.545 0.415 0.536
H 2.19745 4.35102 3.43181 0.487 1.287 -0.263 0.798
H 1.76823 -0.42772 -4.93204 0.051 -0.407 0.473 -0.107
H -0.29017 -1.68351 5.16202 -0.797 0.722 -0.953 0.044
H 4.85759 -3.29243 -4.06314 -0.399 0.359 -0.350 0.178
H -0.42555 0.69012 -1.87925 -0.402 -1.604 -0.548 -0.486
H -0.36003 -3.07307 -3.46723 0.609 -0.115 -0.450 0.058
H 0.11980 5.21317 5.73489 -0.039 0.200 -0.139 0.216
H 1.02526 9.18733 2.92606 1.165 -0.279 -0.022 0.388
H -3.97163 -1.87264 9.11608 0.429 0.838 -0.075 0.394
H 0.83052 3.49283 2.88965 0.209 -0.362 0.067 0.021
H 1.14705 3.93382 0.34547 -1.093 0.091 -0.048 -0.100
H 4.61780 -2.71897 -5.71674 -0.255 0.639 0.293 0.413
H -4.09707 2.45698 -3.26383 -0.068 -0.520 -0.271 0.148
H 1.04463 -2.52372 5.71773 -0.006 -0.211 0.634 0.215
H 2.11833 -5.65184 -3.96664 -0.306 -1.165 -0.132 0.485
H -4.03442 -1.70276 1.53947 0.082 -0.340 -0.333 0.358
H -3.93936 -1.69147 3.24848 0.405 -0.600 0.773 0.326
H 3.24480 -0.65056 -0.00680 1.144 0.108 -0.650 0.819
H 3.59206 0.04653 -3.46038 -0.133 0.537 0.353 0.126
H -0.39610 4.74602 -5.96174 -0.311 0.233 0.232 0.277
H -1.69304 0.80071 3.26264 0.131 -1.014 -0.877 0.293
H 1.54570 -0.48569 0.22210 0.662 -0.239 0.988 -0.796
H 4.42863 2.00613 3.73008 -0.188 -0.081 -0.447 0.294
H 3.99487 -5.02748 -5.39235 0.230 -0.324 -0.905 0.480
H -2.98496 3.77617 3.08808 -0.380 0.635 -0.386 0.327
H -3.17585 -1.93176 10.68939 0.024 -0.085 -0.005 0.363
H 2.13886 2.79324 3.91991 -0.254 -0.364 -0.838 0.109
H -0.59618 0.43538 1.96890 -1.746 -0.277 0.911 -1.050
H -5.19426 3.48020 -2.42902 -0.544 1.646 -0.002 0.562
H 1.60669 5.53328 6.63785 0.553 -0.493 0.169 0.278
H 3.94492 -6.80746 2.46459 1.171 0.606 -1.032 0.275
H -1.94859 -0.72296 0.10125 -0.720 -0.195 -0.460 0.064
H -3.41467 -1.79637 -7.60570 0.442 -0.909 1.202 0.380
H 6.51842 -3.07599 -1.45898 0.336 -0.415 0.226 0.258
H -1.55261 -3.85960 2.27236 -0.347 0.055 -0.487 0.347
H -6.35724 -3.48930 -5.95904 -0.427 -1.153 0.825 0.369
H 1.55317 1.13108 -3.37751 -0.258 1.122 0.515 -0.481
H -3.74697 -3.47859 -7.54655 -0.985 -1.119 -0.276 0.457
H 2.56653 0.77843 3.97505 -1.031 -1.004 -1.084 0.324
H -1.99287 0.40742 9.83087 0.301 -0.423 -0.813 0.257
H -0.28588 7.35181 2.28443 0.346 -0.333 0.172 0.408
H -7.26049 -3.17674 -3.97805 -0.247 -0.806 -0.061 0.520
H 1.59905 -1.98472 -5.62758 0.080 -0.292 -0.583 0.287
H 2.32345 5.11679 1.06299 -0.390 0.225 -0.004 0.476
H -1.66365 3.09701 -2.93833 0.488 -0.087 -1.115 0.235
H 0.61801 1.53338 0.20321 -0.320 0.223 0.544 -0.905
H 3.43047 -4.27476 3.40885 -1.575 -0.798 0.675 0.515
H -0.47751 -1.33711 0.66321 -0.421 0.095 0.909 -0.114
H 5.55360 -6.62785 2.34620 1.349 -0.013 0.756 0.247
H -4.10019 -0.25735 2.41476 -0.055 0.936 -0.122 0.419
H -0.97087 -1.96913 9.76795 0.231 0.543 -0.378 0.174
H 2.58864 -4.00071 -5.88787 -0.379 -0.491 -0.411 0.325
H -3.99290 4.57071 -0.32555 0.151 1.478 -0.789 0.242
H -5.04582 3.18500 -0.14295 -0.436 0.388 0.583 0.438
H 3.24091 9.12526 2.96902 0.470 -1.307 0.234 0.284
H 0.99998 0.30616 3.21204 -0.271 0.123 -0.245 0.139
H -3.46831 -1.66740 -2.83792 -0.750 -0.736 0.657 0.318
H 1.34471 -5.36082 -1.77318 -0.158 1.409 0.275 0.487
H -0.83004 0.23859 8.66643 0.010 0.087 -0.022 0.241
H 0.39056 -3.80659 -4.96893 -0.195 -0.223 0.231 0.357
H -1.30682 2.54782 1.53806 -1.132 -0.098 -0.506 -0.557
H -1.11674 -4.52838 0.67972 0.369 -1.519 -0.254 0.361
H -0.01149 -4.75779 -3.42499 -0.523 -0.416 -0.895 0.530
H -3.73475 5.03133 1.95862 0.022 0.411 0.599 0.354
H 0.89727 7.43258 1.04970 0.603 0.150 0.177 0.446
H -7.02882 0.09994 -5.69621 0.955 -0.250 -0.607 0.374
H 4.79077 -0.58158 -4.47685 1.410 0.414 -1.448 0.590
H 1.88960 -1.35754 -1.61668 -0.268 -0.119 -0.743 -0.344
H -1.39546 4.03420 0.99776 -0.728 -0.084 -0.313 -0.064
H 1.36783 8.60028 5.13709 -0.730 0.057 0.594 0.351
H 2.81125 3.97676 -0.11250 0.607 -0.059 -1.435 0.646
H 4.64780 0.65469 0.95220 0.635 0.089 0.461 0.351
H -3.58328 2.11393 1.22712 0.120 -0.147 0.399 -0.253
H 3.72453 -4.89408 0.82783 -0.723 -0.269 0.388 -0.399
H 1.14252 6.26932 2.34802 -0.010 -1.153 0.062 -0.155
H -4.68577 -4.53483 -5.23200 0.676 0.384 0.474 0.275
H 3.53091 -4.94402 -3.17562 0.386 -0.396 0.720 0.317
H 6.48743 -4.15832 1.47985 -0.005 -0.061 -0.128 0.429
H 5.11227 -4.04747 3.52768 0.879 -0.577 0.190 0.359
H -5.22677 1.85379 -1.92664 0.133 -0.105 -0.764 0.319
H 4.58177 3.13058 0.78867 -0.483 -0.407 1.099 0.287
H -2.84821 -0.67885 -5.62721 -0.444 -0.372 0.544 0.313
H 0.51618 -3.86505 -1.31872 -0.886 0.707 0.455 0.623
H -4.68349 3.72219 2.73463 -0.848 -0.010 -0.037 0.416
H -0.14151 7.71161 4.47427 -0.182 0.536 0.194 0.515
```
Forces are in eV/Å.

Summary:
- total charge = 0
- highest occupied orbital energy (eV) = -8.4
- E (Ha) = -3186.5263
- gap between HOMO and LUMO (hartree) = 0.3266